# 1
C8H10N2O5Ru | ωB97M-V/def2-TZVPD

Geometry as XYZ:
```
26
C8H10N2O5Ru | the Open Molecules 2025 dataset | ωB97M-V/def2-TZVPD
Ru -1.55 0.13 -0.44
C -1.41 -1.27 0.88
O -1.26 -2.14 1.66
C -3.41 -0.03 -0.62
O -4.55 -0.15 -0.79
C -1.00 -1.13 -1.85
O -0.56 -1.86 -2.65
C -1.37 1.65 0.84
O -1.17 2.50 1.59
C -0.77 2.13 -2.30
H -0.35 2.88 -1.62
H -0.08 1.57 -2.94
C -2.10 1.92 -2.35
H -2.55 1.22 -3.09
H -2.80 2.55 -1.78
C 2.16 -0.28 2.98
N 2.43 -1.21 1.88
C 1.96 -0.93 0.60
N 2.53 -1.62 -0.47
O 1.04 -0.09 0.39
H 1.64 0.61 2.65
H 3.13 -0.03 3.40
H 1.59 -0.73 3.79
H 3.41 -1.55 1.83
H 1.93 -1.67 -1.33
H 3.11 -2.46 -0.27
```

## Properties
LUMO (spin up / spin down) (Eh): -0.40832 / -0.59490
HOMO-LUMO gap (spin up / spin down) (eV): 8.061 / 5.516
Charge: +3
Multiplicity: 6
Highest occupied orbital energy (spin up / spin down) (eV): -19.17 / -21.70
⟨S²⟩: 8.794
Energy relative to the best compared isomer or geometry (same formula, charge and spin) (eV): 0.000



# 2
C11H23BiN3O6 | ωB97M-V/def2-TZVPD

Geometry as XYZ:
```
44
C11H23BiN3O6 | the Open Molecules 2025 dataset | ωB97M-V/def2-TZVPD
O -3.42 -0.97 -0.42
H -4.38 -0.98 -0.60
Bi -0.04 -0.16 -0.84
N 0.93 1.79 -0.03
N -1.25 1.05 0.71
O 2.18 2.24 -0.60
O -2.32 0.50 1.45
C 0.09 2.84 0.22
C -1.13 2.41 0.73
C 0.61 4.19 0.05
C -2.16 3.30 1.28
H 1.35 4.23 -0.76
H 1.11 4.56 0.96
H -0.19 4.91 -0.17
H -2.88 2.77 1.92
H -2.75 3.83 0.51
H -1.69 4.08 1.89
H 2.79 1.47 -0.53
H -2.89 0.03 0.75
O 2.19 0.45 1.76
H 1.48 1.05 1.34
H 1.87 0.12 2.62
C -2.66 -0.77 -1.65
H -1.79 -1.46 -1.63
H -2.44 0.31 -1.78
H -3.23 -1.11 -2.53
O 2.22 1.83 -3.79
H 2.39 2.11 -2.86
H 2.77 1.02 -3.88
O 2.34 -0.72 -0.47
C 2.58 -2.18 -0.31
C 1.33 -2.87 0.16
C 1.29 -4.24 0.34
C 0.09 -4.80 0.76
C -1.01 -3.98 1.03
C -0.91 -2.61 0.83
N 0.26 -2.08 0.39
H 2.40 -0.38 0.52
H 2.91 -2.54 -1.30
H 3.41 -2.31 0.41
H 2.20 -4.81 0.13
H 0.01 -5.87 0.90
H -1.97 -4.38 1.38
H -1.70 -1.91 1.10
```

## Properties
LUMO (spin up / spin down) (Eh): -0.13832 / -0.13838
HOMO-LUMO gap (spin up / spin down) (eV): 4.926 / 4.921
Charge: +1
Highest occupied orbital energy (spin up / spin down) (eV): -8.69 / -8.69



no.,energy (Eh)
1,-890.0127
2,-1262.8132